Molecular formula: C29H27IN4O3OsS2
Method: DFT, wB97M-V/def2-TZVPD

CARTESIAN COORDINATES (ANGSTROEM)
Os1 1.16627 0.84466 0.85925
C1 -2.81332 4.44313 1.43893
C2 -1.50852 4.93664 2.03900
N1 -0.89234 3.94771 2.92900
C3 -0.14475 2.92266 2.56315
S1 0.40619 2.87088 0.83050
N2 0.24697 2.02641 3.43005
N3 0.97827 1.02973 2.86431
C4 1.57516 0.16168 3.61628
C5 1.45059 0.08933 5.09638
C6 2.51264 -0.70048 2.86982
C7 3.28834 -1.68082 3.45773
C8 4.20501 -2.37559 2.67809
C9 4.34097 -2.06823 1.33011
C10 3.54662 -1.07708 0.79438
N4 2.64515 -0.42128 1.54026
H1 -3.19275 5.17405 0.72578
H2 -3.56912 4.29600 2.20961
H3 -2.67308 3.49428 0.91780
H4 -1.65784 5.83373 2.63732
H5 -0.78531 5.20832 1.26911
H6 -1.19482 3.92407 3.89434
H7 0.67761 0.76646 5.44331
H8 2.39523 0.35893 5.57351
H9 1.19919 -0.92833 5.39942
H10 3.18770 -1.88913 4.51262
H11 4.81877 -3.14534 3.12667
H12 5.05216 -2.58147 0.69981
H13 3.61325 -0.78770 -0.24605
I1 -4.77022 -5.68310 0.84429
C11 -3.67845 -3.92518 1.01802
C12 -4.33740 -2.72175 1.24945
C13 -3.60701 -1.55263 1.36508
C14 -2.22088 -1.58205 1.22681
C15 -1.56486 -2.78806 0.99598
C16 -2.29085 -3.96048 0.90267
C17 -1.50169 -0.30726 1.35357
O1 -1.87434 0.72324 1.83388
O2 -0.24994 -0.36497 0.74869
H14 -5.41400 -2.70096 1.34480
H15 -4.10336 -0.61105 1.55817
H16 -0.48749 -2.81647 0.89677
H17 -1.78740 -4.90329 0.73877
O3 1.35314 0.77428 -1.21402
S2 1.08954 -0.49367 -2.07900
C18 1.96129 -0.11263 -3.57606
C19 2.66664 1.06968 -3.71653
C20 3.33154 1.29567 -4.91498
C21 3.28260 0.35399 -5.93155
C22 2.57225 -0.82988 -5.76576
C23 1.90607 -1.07501 -4.57748
C24 -0.60149 -0.37977 -2.57411
C25 -1.10387 0.81130 -3.08798
C26 -2.43879 0.86141 -3.44287
C27 -3.24177 -0.26871 -3.29984
C28 -2.72291 -1.45081 -2.79560
C29 -1.38779 -1.51084 -2.41737
H18 2.69434 1.79618 -2.91738
H19 3.88728 2.21294 -5.05293
H20 3.80191 0.54118 -6.86149
H21 2.53860 -1.56055 -6.56185
H22 1.34647 -1.99314 -4.44180
H23 -0.45849 1.67245 -3.21008
H24 -2.85668 1.77320 -3.84721
H25 -4.28207 -0.22244 -3.59327
H26 -3.35453 -2.32248 -2.69151
H27 -0.96967 -2.42157 -2.00678

The calculation puts the largest force on an atom at 0.77 eV/Å. The value obtained for the HOMO energy is -0.48117 hartree. For the HOMO-LUMO gap, the calculation gives 5.169 eV. Its total charge is +2. The value obtained for the energy relative to the best compared isomer or geometry (same formula, charge and spin) is 0.00 kJ/mol.